Here is a structure of composition C11H7Cl5IrN2O2SSeSi from the Open Molecules 2025 dataset. Energies are from ωB97M-V/def2-TZVPD.

Values from the calculation:
Relative energy (zero: lowest compared OMol25 entry of this formula, charge and spin): 0.0 kJ/mol
<S²>: 0.768
Kohn-Sham gap (alpha / beta): 7.144 / 5.250 eV
HOMO (alpha / beta): -8.51 / -8.45 eV
LUMO level (alpha / beta): -1.367 / -3.196 eV

```
! RIJCOSX wB97M-V def2-TZVPD def2/J DEFGRID3
* xyz 0 2
Ir -0.803 0.035 -0.332
Cl 1.610 0.192 0.274
C 2.033 1.773 -0.339
C 3.315 2.218 -0.089
C 3.688 3.468 -0.559
C 2.790 4.250 -1.265
C 1.509 3.783 -1.503
Cl 0.417 4.783 -2.390
C 1.093 2.527 -1.041
S -0.538 1.977 -1.362
H 4.003 1.595 0.465
H 4.687 3.836 -0.371
H 3.071 5.226 -1.636
Cl 1.159 -0.064 -3.406
Si -0.161 -1.141 -2.252
Cl -1.569 -1.848 -3.511
Cl 0.833 -2.774 -1.535
Se -3.093 0.440 -1.074
C -3.751 -1.197 -1.604
N -4.212 -2.178 -1.993
O -3.555 -1.122 1.603
C -2.500 -1.668 1.763
C -2.285 -2.820 2.725
C -0.782 -2.987 2.802
C -0.252 -2.074 1.719
O 0.917 -2.004 1.408
N -1.277 -1.320 1.142
H -2.803 -3.687 2.313
H -2.764 -2.575 3.671
H -0.411 -3.995 2.624
H -0.366 -2.650 3.752
*
```

***

Here is a structure of composition C32H52Al2BeCl5F11N4O15P2 at a distorted geometry from the Open Molecules 2025 dataset. Energies are from ωB97M-V/def2-TZVPD.

Values from the calculation:
Kohn-Sham gap: 1.516 eV
HOMO: -7.81 eV
LUMO level: -6.298 eV

```
! RIJCOSX wB97M-V def2-TZVPD def2/J DEFGRID3
* xyz 0 1
C 2.583 4.748 2.273
C 1.080 4.413 2.322
C 0.328 5.662 1.774
C 0.662 3.222 1.431
C -0.764 2.779 1.907
C 1.611 2.015 1.507
O 2.513 1.850 0.387
C 2.017 1.064 -0.659
C 1.792 -0.436 -0.380
O 0.527 -0.658 0.238
C -0.006 -1.867 -0.218
C -0.934 -1.881 -1.238
C -1.414 -3.113 -1.677
C -0.945 -4.277 -1.090
C -0.014 -4.247 -0.059
C 0.468 -3.022 0.384
C 0.694 1.473 -1.384
O -0.404 1.643 -0.959
N 0.936 1.688 -2.757
C 2.310 1.373 -3.159
N 2.703 2.337 -4.174
C 2.118 0.046 -3.985
C 0.837 0.163 -4.855
C 0.867 -0.768 -6.100
C -0.550 -0.819 -6.758
N -1.418 0.239 -6.344
C -2.403 0.166 -5.395
C -3.022 1.366 -5.219
C -2.378 2.273 -6.144
C -1.437 1.533 -6.793
C 3.081 1.325 -1.804
C 4.024 2.550 -1.631
C 3.436 3.974 -1.589
O 2.015 4.052 -1.602
C 3.998 4.906 -2.719
N 4.649 6.094 -2.115
P 4.420 -0.004 -1.575
O 4.036 -1.433 -2.221
O 4.864 -0.134 0.032
H 2.700 5.778 2.621
H 3.209 4.096 2.883
H 2.897 4.751 1.225
H 0.749 4.308 3.358
H -0.035 6.308 2.574
H -0.542 5.369 1.179
H 0.970 6.245 1.105
H 0.516 3.599 0.420
H -0.752 1.846 2.470
H -1.473 2.759 1.079
H -1.150 3.549 2.578
H 1.022 1.126 1.734
H 2.253 2.174 2.377
H 2.558 -0.879 0.258
H 1.746 -0.909 -1.368
H -1.284 -0.971 -1.712
H -2.126 -3.191 -2.489
H -1.279 -5.254 -1.420
H 0.387 -5.140 0.406
H 1.213 -2.943 1.169
H 0.614 2.618 -2.988
H 2.268 3.238 -4.039
H 3.703 2.407 -4.290
H 1.981 -0.859 -3.389
H 2.991 -0.108 -4.678
H 0.005 -0.192 -4.255
H 0.682 1.168 -5.235
H 1.639 -0.439 -6.822
H 1.051 -1.777 -5.687
H -0.395 -0.741 -7.844
H -1.048 -1.765 -6.555
H -2.644 -0.735 -4.847
H -3.825 1.593 -4.539
H -2.616 3.314 -6.281
H -0.759 1.879 -7.562
H 4.747 2.496 -2.450
H 4.628 2.410 -0.732
H 3.783 4.460 -0.675
H 1.763 4.956 -1.815
H 3.186 5.200 -3.391
H 4.748 4.396 -3.334
H 5.636 6.057 -2.327
H 4.255 6.909 -2.567
H 4.859 -1.931 -2.340
H 4.755 0.711 0.517
Cl 4.330 -1.629 1.567
Al 3.557 -0.836 -6.301
F -2.568 -3.614 4.726
Al -2.595 -4.630 3.396
F -3.374 -6.029 3.765
F -0.901 -5.153 3.148
F -3.205 -3.857 2.066
O -3.013 -0.075 -10.444
Cl -2.605 -1.443 -10.250
O -3.388 -2.040 -9.192
O -1.199 -1.469 -9.859
O -2.777 -2.189 -11.466
Be -0.874 -5.724 4.614
C -1.594 -4.598 8.793
Cl -1.892 -4.959 7.051
Cl -1.870 -2.900 9.074
Cl -2.607 -5.607 9.794
H -0.559 -4.817 9.022
C -2.732 -0.129 5.229
C -1.724 -0.348 6.330
O -0.787 0.684 6.105
C -1.475 1.716 5.519
O -1.068 2.823 5.434
O -2.677 1.293 5.062
F -1.094 -1.547 6.200
H -2.439 -0.617 4.299
H -3.732 -0.456 5.499
H -2.132 -0.259 7.339
O -1.250 -4.489 12.800
H -1.970 -4.978 12.389
H -1.157 -4.891 13.670
O -4.107 2.919 1.824
H -4.071 2.560 0.923
F -5.547 -6.385 4.634
P -5.856 -7.269 5.978
F -4.796 -8.377 5.341
F -6.997 -8.016 5.057
F -6.003 -5.719 6.558
F -4.749 -7.460 7.212
F -6.969 -7.665 7.123
*
```

***

Here is a cluster of 14 separate species, C30H85IN2O14PS in total at a distorted geometry from the Open Molecules 2025 dataset. Energies are from ωB97M-V/def2-TZVPD.

Values from the calculation:
Kohn-Sham gap: 7.105 eV
HOMO: -10.99 eV
LUMO level: -3.886 eV

```
! RIJCOSX wB97M-V def2-TZVPD def2/J DEFGRID3
* xyz 1 1
C 1.145 -1.576 3.980
C 1.046 -2.413 2.693
C 2.256 -2.229 1.790
C 2.272 -0.825 1.171
C 3.622 -0.104 1.217
C 3.464 1.423 1.279
C 2.387 1.946 0.357
C 2.008 3.414 0.623
C 0.786 3.735 -0.157
C -0.521 3.320 0.036
C -1.090 2.479 1.118
C -1.576 1.080 0.669
C -3.075 0.782 0.792
C -3.632 -0.068 -0.354
C -2.766 -1.273 -0.733
C -2.719 -1.598 -2.239
N -1.249 3.781 -1.050
S -2.928 3.547 -1.293
C -0.445 4.481 -1.880
P -0.836 5.352 -3.431
O -0.407 6.761 -3.353
N 0.780 4.438 -1.345
I 2.449 5.245 -2.182
H 0.491 -0.713 3.937
H 0.855 -2.135 4.863
H 2.164 -1.228 4.121
H 0.883 -3.466 2.905
H 0.162 -2.078 2.150
H 3.167 -2.387 2.358
H 2.198 -2.965 0.996
H 1.566 -0.219 1.744
H 1.890 -0.855 0.153
H 4.151 -0.424 2.108
H 4.224 -0.371 0.353
H 3.264 1.718 2.309
H 4.404 1.900 1.003
H 2.683 1.824 -0.685
H 1.470 1.380 0.480
H 1.774 3.523 1.678
H 2.817 4.090 0.371
H -1.876 3.010 1.650
H -0.284 2.315 1.823
H -1.219 0.859 -0.333
H -1.058 0.381 1.320
H -3.621 1.723 0.832
H -3.272 0.285 1.737
H -3.821 0.570 -1.216
H -4.603 -0.448 -0.050
H -1.743 -1.126 -0.403
H -3.166 -2.138 -0.220
H -1.705 -1.545 -2.617
H -3.066 -2.605 -2.434
H -3.325 -0.909 -2.821
H -2.783 2.388 -1.942
H -0.196 4.592 -4.413
H -2.195 5.089 -3.594
C 3.165 -3.659 -2.263
O 3.497 -3.899 -0.902
H 2.275 -3.030 -2.277
H 3.972 -3.133 -2.783
H 2.943 -4.582 -2.802
H 4.282 -4.459 -0.900
C -0.376 4.993 -7.261
O -1.344 4.109 -6.686
H 0.150 5.484 -6.445
H 0.355 4.452 -7.865
H -0.847 5.764 -7.874
H -1.811 3.690 -7.414
C 1.480 8.376 -5.514
O 2.426 8.280 -6.574
H 0.897 7.461 -5.524
H 1.966 8.461 -4.537
H 0.799 9.219 -5.647
H 2.954 9.082 -6.587
C -0.499 0.877 7.016
O 0.539 1.104 6.061
H -1.435 0.687 6.495
H -0.260 0.006 7.629
H -0.622 1.746 7.663
H 1.338 1.258 6.584
C -6.665 -2.620 0.722
O -5.656 -2.869 -0.259
H -6.155 -2.474 1.672
H -7.238 -1.719 0.487
H -7.348 -3.465 0.817
H -6.095 -3.010 -1.102
C 0.862 -3.451 -3.101
O -0.397 -3.508 -3.769
H 0.661 -3.143 -2.077
H 1.358 -4.423 -3.078
H 1.536 -2.723 -3.561
H -0.240 -3.786 -4.675
C 1.830 -7.098 -5.047
O 2.210 -5.735 -4.906
H 1.548 -7.455 -4.059
H 0.976 -7.213 -5.719
H 2.653 -7.714 -5.419
H 2.459 -5.414 -5.781
C -7.569 -5.616 2.886
O -8.762 -5.142 2.271
H -6.822 -5.703 2.100
H -7.203 -4.916 3.642
H -7.708 -6.598 3.344
H -9.441 -5.062 2.946
C -0.637 4.154 4.396
O -0.165 3.443 5.522
H -0.474 5.212 4.587
H -0.097 3.878 3.484
H -1.707 3.988 4.238
H -0.324 2.494 5.402
C 2.636 -5.186 -9.278
O 3.015 -5.439 -7.926
H 1.749 -4.560 -9.246
H 3.422 -4.655 -9.821
H 2.397 -6.110 -9.808
H 3.802 -5.992 -7.936
C 1.049 2.734 9.762
O 1.743 2.530 8.533
H 0.710 1.758 10.100
H 1.702 3.160 10.526
H 0.178 3.381 9.631
H 2.049 3.384 8.214
C 7.231 -5.776 -1.639
O 5.821 -5.561 -1.626
H 7.621 -5.365 -0.712
H 7.472 -6.840 -1.680
H 7.707 -5.265 -2.479
H 5.450 -5.921 -2.436
C -2.823 4.173 7.270
O -3.437 3.335 8.242
H -2.234 4.910 7.809
H -2.157 3.602 6.619
H -3.571 4.693 6.663
H -3.967 2.677 7.788
*
```